C4H7NO2 in the gas phase, computed with ωB97M-V/def2-TZVPD.

The energy above the lowest of the compared OMol25 structures with the same formula, charge and spin comes out at 4.6435 eV. The value obtained for the HOMO-LUMO gap is 10.252 eV. The molar mass is 101.10 g mol⁻¹. For the strongest force on any atom, the calculation gives 1.2 eV/Å. As for the SMILES: C/C(=N\O)[C@H]1CO1. The value obtained for the lowest unoccupied orbital energy is 0.921 eV.

Last column: Löwdin charge in e.
Positions of all 14 atoms, in Å:
C  -1.4502  -1.1171  -0.4131  -0.023
C  -0.2995  -0.2302  -0.0454  -0.293
N  -0.4378  0.8639  0.6097  0.007
O  -1.6492  0.9778  1.2377  -0.033
C  1.1000  -0.3729  -0.5172  -0.214
C  1.9581  0.7815  0.0310  -0.127
O  2.2301  -0.5592  0.3204  -0.030
H  -2.3293  -0.4902  -0.6001  0.081
H  -1.2404  -1.7103  -1.3093  0.080
H  -1.7024  -1.7968  0.4045  0.088
H  -1.6299  1.9002  1.5191  0.101
H  1.2330  -0.9711  -1.4452  0.153
H  2.4381  1.3637  -0.7459  0.100
H  1.7795  1.3607  0.9538  0.110